# C26H54N2O7S

3 unconnected molecules or ions with the total composition C26H54N2O7S (ωB97M-V with the def2-TZVPD basis set, the OMol25 dataset).

Geometry as XYZ:
```
90
Properties=species:S:1:pos:R:3
C -3.602 4.427 -4.657
O -3.349 3.025 -4.289
C -2.516 2.945 -3.046
C -1.283 1.885 -3.436
C -0.114 2.118 -2.305
C 1.065 0.977 -2.286
C 2.305 1.453 -1.269
C 3.209 2.516 -2.190
S 4.793 3.068 -1.354
O 5.558 1.896 -0.683
O 5.738 3.599 -2.500
O 4.481 4.387 -0.320
O -0.882 2.244 -4.813
C -0.169 1.145 -5.484
H -4.619 4.457 -5.277
H -3.774 5.099 -3.714
H -2.779 4.901 -5.342
H -2.090 4.027 -2.837
H -3.219 2.536 -2.203
H -1.702 0.794 -3.321
H 0.274 3.218 -2.410
H -0.662 2.045 -1.247
H 1.585 0.802 -3.334
H 0.624 -0.041 -1.882
H 1.881 1.957 -0.295
H 3.025 0.551 -1.008
H 3.516 1.880 -3.152
H 2.542 3.429 -2.517
H 4.137 4.017 0.564
H -0.581 1.035 -6.599
H -0.175 0.132 -4.890
H 0.963 1.507 -5.592
C 2.472 -0.637 4.760
C 2.185 -1.255 3.359
C 2.341 -2.803 3.412
C 3.789 -3.283 3.434
C 4.592 -2.651 2.304
C 4.505 -1.103 2.298
N 3.087 -0.609 2.347
O 2.522 -0.813 1.075
C 5.312 -0.541 3.499
C 5.284 -0.564 1.055
C 0.670 -0.949 3.113
H 2.891 0.370 4.677
H 1.558 -0.533 5.357
H 3.151 -1.250 5.359
H 1.849 -3.253 2.539
H 1.822 -3.203 4.292
H 4.251 -3.064 4.402
H 3.811 -4.374 3.329
H 5.639 -2.971 2.385
H 4.228 -3.052 1.347
H 5.222 0.550 3.561
H 6.379 -0.773 3.396
H 5.018 -0.959 4.461
H 4.909 -0.973 0.110
H 6.345 -0.837 1.107
H 5.229 0.530 1.000
H 0.489 0.130 3.046
H 0.053 -1.338 3.932
H 0.288 -1.420 2.200
C -3.623 -2.570 -1.459
C -2.892 -1.912 -0.251
C -3.217 -2.684 1.061
C -4.606 -2.399 1.623
C -4.849 -0.900 1.749
C -4.605 -0.139 0.421
N -3.268 -0.460 -0.185
O -2.287 0.206 0.571
C -5.744 -0.475 -0.579
C -4.792 1.391 0.681
C -1.374 -2.137 -0.558
H -3.871 -1.835 -2.228
H -2.999 -3.324 -1.954
H -4.539 -3.090 -1.163
H -2.481 -2.425 1.834
H -3.116 -3.764 0.896
H -5.376 -2.861 0.996
H -4.701 -2.867 2.611
H -5.875 -0.731 2.100
H -4.193 -0.503 2.537
H -5.570 -0.001 -1.551
H -6.710 -0.110 -0.207
H -5.883 -1.543 -0.744
H -4.131 1.771 1.468
H -5.815 1.612 1.007
H -4.606 1.971 -0.231
H -1.069 -1.604 -1.466
H -1.159 -3.202 -0.712
H -0.725 -1.817 0.265
```

Results
- frontier orbital gap (alpha / beta) (eV) = 9.44 / 8.95
- HOMO (alpha / beta) (eV) = -9.1692 / -9.5117
- multiplicity = 3
- calculated total energy (a.u.) = -2057.043717
- E_LUMO (alpha / beta) (eV) = 0.3 / -0.6


# C6H14O4P

2 unconnected molecules or ions with the total composition C6H14O4P (ωB97M-V with the def2-TZVPD basis set, the OMol25 dataset).

Geometry as XYZ:
```
25
Properties=species:S:1:pos:R:3
C 2.544 -0.235 -2.277
C -2.106 0.926 1.905
C -1.594 -1.202 -0.451
C 1.481 0.737 -1.760
C -0.825 1.260 1.043
C -0.219 -0.761 0.026
O 0.132 -2.987 1.631
O 2.102 -1.585 1.200
O 0.216 0.248 -1.622
O -0.014 0.083 0.996
P 0.865 -2.400 0.408
H 2.377 -0.401 -3.320
H 3.609 0.122 -2.372
H 2.637 -0.964 -1.547
H -2.139 -0.154 2.156
H -1.986 1.570 2.848
H -2.983 1.085 1.241
H -1.974 -1.929 0.314
H -2.252 -0.311 -0.460
H -1.540 -1.637 -1.463
H 1.549 1.617 -2.441
H 1.847 1.053 -0.732
H -0.134 2.061 1.364
H -1.053 1.586 0.030
H 1.551 -1.407 1.965
```

Results
- relative energy (zero: lowest compared OMol25 entry of this formula, charge and spin) (kcal/mol) = 32.7
- frontier orbital gap (eV) = 6.88
- charge = -1
- HOMO (eV) = -3.4329
- calculated total energy (a.u.) = -879.303573
- E_LUMO (eV) = 3.4


# C12H36BF4O6S6Sn

A molecular structure, C12H36BF4O6S6Sn (ωB97M-V with the def2-TZVPD basis set, the OMol25 dataset).

Geometry as XYZ:
```
66
Properties=species:S:1:pos:R:3
Sn -0.675 -0.222 -0.041
B 2.140 -0.836 -1.656
F 2.139 -1.662 -0.541
F 1.064 0.288 -1.384
F 3.207 -0.017 -1.815
F 1.670 -1.390 -2.774
C -4.004 -0.414 -3.301
S -2.992 0.747 -2.378
O -1.747 -0.111 -2.039
C -2.334 1.734 -3.771
H -3.292 -1.125 -3.800
H -4.618 0.007 -4.140
H -4.593 -1.019 -2.609
H -3.151 1.950 -4.428
H -1.731 0.986 -4.317
H -1.614 2.564 -3.541
C 1.764 -1.339 3.297
S 2.234 0.411 2.649
O 0.882 0.975 2.182
C 2.517 1.160 4.256
H 2.611 -1.965 3.597
H 1.220 -1.689 2.452
H 1.123 -1.231 4.193
H 3.474 0.838 4.572
H 1.750 0.733 4.924
H 2.460 2.191 4.121
C -5.409 0.018 1.480
S -5.057 -1.528 0.660
O -4.028 -1.328 -0.418
C -4.291 -2.376 2.061
H -4.568 0.473 1.984
H -6.319 -0.103 2.126
H -5.695 0.667 0.648
H -5.165 -2.760 2.617
H -3.742 -1.636 2.676
H -3.624 -3.183 1.791
C 0.296 3.952 1.220
S 0.772 2.634 0.028
O -0.611 2.082 -0.336
C 1.243 3.592 -1.423
H 0.949 4.819 1.201
H 0.454 3.476 2.233
H -0.752 4.176 1.072
H 1.591 3.063 -2.277
H 1.961 4.368 -1.182
H 0.346 4.213 -1.609
C -2.522 -4.601 -1.309
S -1.166 -3.431 -1.570
O -0.981 -2.641 -0.240
C 0.307 -4.454 -1.636
H -2.487 -4.957 -0.269
H -2.451 -5.349 -2.107
H -3.409 -3.965 -1.484
H 0.324 -5.130 -0.820
H 1.189 -3.802 -1.706
H 0.331 -5.076 -2.530
C 4.954 0.308 0.638
S 4.320 2.053 0.228
O 3.725 2.582 1.457
C 5.972 2.906 0.220
H 4.186 -0.424 0.506
H 5.241 0.453 1.671
H 5.805 0.082 0.010
H 5.631 3.926 0.355
H 6.546 2.729 -0.740
H 6.629 2.606 1.064
```

Results
- relative energy (zero: lowest compared OMol25 entry of this formula, charge and spin) (kcal/mol) = 0.0
- frontier orbital gap (eV) = 9.10
- charge = +1
- HOMO (eV) = -10.9081
- calculated total energy (a.u.) = -3957.880812
- E_LUMO (eV) = -1.8


# C2H2NO4

2 unconnected molecules or ions with the total composition C2H2NO4 (ωB97M-V with the def2-TZVPD basis set, the OMol25 dataset).

Geometry as XYZ:
```
9
Properties=species:S:1:pos:R:3
C 1.136 0.545 0.944
C 0.273 0.786 -0.159
N 3.219 0.388 -0.682
O 2.250 -0.161 -1.080
O 2.225 1.180 1.036
O 0.217 1.681 -0.977
O -0.657 -0.242 -0.183
H 0.918 -0.381 1.366
H -1.258 0.172 -0.845
```

Results
- relative energy (zero: lowest compared OMol25 entry of this formula, charge and spin) (kcal/mol) = 125.2
- frontier orbital gap (alpha / beta) (eV) = 5.87 / 6.78
- charge = -1
- HOMO (alpha / beta) (eV) = -1.7667 / -2.6803
- calculated total energy (a.u.) = -433.049995
- E_LUMO (alpha / beta) (eV) = 4.1 / 4.1